1.
The following is a quantum chemistry calculation of a 2-piece molecular cluster, C10H13O2 overall, from the Open Molecules 2025 dataset.

Geometry as XYZ:
```
25
C10H13O2 wB97M-V/def2-TZVPD
C 0.648 -0.604 -2.244
C 0.242 -1.452 -3.451
C 1.058 0.833 -2.553
O 1.558 1.468 -1.583
O 0.791 1.315 -3.680
H -0.107 -0.625 -1.448
H 1.415 -1.133 -1.677
H 1.091 -2.107 -3.692
H 0.013 -0.895 -4.355
H -0.505 -2.222 -3.225
C -1.218 -2.482 1.906
C -1.216 -0.151 1.097
C -0.792 -1.047 2.085
C -0.976 1.208 1.204
C -0.132 1.631 2.238
C -0.236 -0.557 3.254
C 0.309 0.740 3.187
H -1.631 -0.542 0.180
H -1.493 1.931 0.589
H -0.589 -2.917 1.126
H -2.273 -2.619 1.673
H 0.306 2.616 2.156
H -0.041 -1.137 4.145
H 1.023 1.034 3.943
H -0.999 -3.142 2.749
```

Computed properties:
* calculated total energy: -539.3588 hartree
* E_LUMO: 3.17 eV
* total charge: -1
* ΔE to the lowest compared entry with this formula, charge and spin: 20.88 kcal per mole
* multiplicity: 1

2.
The following is a quantum chemistry calculation of a 2-piece molecular cluster, C10H13O3P overall, from the Open Molecules 2025 dataset.

Geometry as XYZ:
```
27
C10H13O3P wB97M-V/def2-TZVPD
C 0.142 -1.423 -0.010
C -0.032 0.862 0.525
C -0.698 -0.345 0.388
C 1.521 -1.329 -0.266
C 1.294 1.088 0.101
C 2.102 -0.044 -0.156
C -3.086 1.313 0.623
C 2.354 -2.557 -0.620
C 1.166 3.459 -0.054
C -2.164 -0.554 0.670
O -3.951 1.595 1.373
O 3.445 0.098 -0.423
O 1.926 2.272 -0.085
P -3.355 -1.564 -0.265
H -0.230 -2.457 0.015
H -0.651 1.700 0.887
H -2.657 1.957 -0.075
H 2.057 -3.204 0.239
H 1.915 -3.081 -1.487
H 3.308 -2.304 -0.845
H 0.470 3.434 -0.907
H 1.847 4.293 -0.375
H 0.654 3.768 0.828
H -2.281 -0.696 1.736
H 3.577 1.092 -0.230
H -2.463 -2.081 -1.263
H -3.739 -0.758 -1.309
```

Computed properties:
* calculated total energy: -955.7798 hartree
* E_LUMO: 0.59 eV
* total charge: 0
* ΔE to the lowest compared entry with this formula, charge and spin: 45.96 kcal per mole
* multiplicity: 1

3.
The following is a quantum chemistry calculation of C10H13O3S2 as an isolated structure, from the Open Molecules 2025 dataset.

Geometry as XYZ:
```
28
C10H13O3S2 wB97M-V/def2-TZVPD
C 0.799 -3.488 -0.823
C 0.299 -2.475 -1.658
C 0.429 -3.465 0.543
C -0.567 -1.553 -1.187
C -0.306 -2.385 1.063
C -0.917 -1.433 0.185
C 1.331 2.614 0.102
C 0.475 1.315 -0.289
C -0.633 1.358 0.510
C -1.776 -0.309 0.504
O -3.720 1.322 0.140
O -2.294 0.845 -1.795
O -3.796 -0.949 -1.058
S -2.596 -0.363 2.079
S -3.072 0.271 -0.686
H 1.523 -4.189 -1.164
H 0.590 -2.515 -2.738
H 0.922 -4.072 1.288
H -1.075 -0.881 -1.832
H -0.363 -2.151 2.174
H 1.683 2.500 1.156
H 2.249 2.651 -0.440
H 0.804 3.683 -0.221
H 0.299 1.631 -1.334
H 1.074 0.480 -0.293
H -1.523 1.918 0.197
H -0.586 1.391 1.588
H -3.527 0.401 1.491
```

Computed properties:
* calculated total energy: -1410.9151 hartree
* E_LUMO: 3.19 eV
* total charge: -1
* ΔE to the lowest compared entry with this formula, charge and spin: 0.00 kcal per mole
* multiplicity: 1

Copy entry 2 word for word.
The following is a quantum chemistry calculation of a 2-piece molecular cluster, C10H13O3P overall, from the Open Molecules 2025 dataset.

Geometry as XYZ:
```
27
C10H13O3P wB97M-V/def2-TZVPD
C 0.142 -1.423 -0.010
C -0.032 0.862 0.525
C -0.698 -0.345 0.388
C 1.521 -1.329 -0.266
C 1.294 1.088 0.101
C 2.102 -0.044 -0.156
C -3.086 1.313 0.623
C 2.354 -2.557 -0.620
C 1.166 3.459 -0.054
C -2.164 -0.554 0.670
O -3.951 1.595 1.373
O 3.445 0.098 -0.423
O 1.926 2.272 -0.085
P -3.355 -1.564 -0.265
H -0.230 -2.457 0.015
H -0.651 1.700 0.887
H -2.657 1.957 -0.075
H 2.057 -3.204 0.239
H 1.915 -3.081 -1.487
H 3.308 -2.304 -0.845
H 0.470 3.434 -0.907
H 1.847 4.293 -0.375
H 0.654 3.768 0.828
H -2.281 -0.696 1.736
H 3.577 1.092 -0.230
H -2.463 -2.081 -1.263
H -3.739 -0.758 -1.309
```

Computed properties:
* calculated total energy: -955.7798 hartree
* E_LUMO: 0.59 eV
* total charge: 0
* ΔE to the lowest compared entry with this formula, charge and spin: 45.96 kcal per mole
* multiplicity: 1

Repeat the first record exactly.
The following is a quantum chemistry calculation of a 2-piece molecular cluster, C10H13O2 overall, from the Open Molecules 2025 dataset.

Geometry as XYZ:
```
25
C10H13O2 wB97M-V/def2-TZVPD
C 0.648 -0.604 -2.244
C 0.242 -1.452 -3.451
C 1.058 0.833 -2.553
O 1.558 1.468 -1.583
O 0.791 1.315 -3.680
H -0.107 -0.625 -1.448
H 1.415 -1.133 -1.677
H 1.091 -2.107 -3.692
H 0.013 -0.895 -4.355
H -0.505 -2.222 -3.225
C -1.218 -2.482 1.906
C -1.216 -0.151 1.097
C -0.792 -1.047 2.085
C -0.976 1.208 1.204
C -0.132 1.631 2.238
C -0.236 -0.557 3.254
C 0.309 0.740 3.187
H -1.631 -0.542 0.180
H -1.493 1.931 0.589
H -0.589 -2.917 1.126
H -2.273 -2.619 1.673
H 0.306 2.616 2.156
H -0.041 -1.137 4.145
H 1.023 1.034 3.943
H -0.999 -3.142 2.749
```

Computed properties:
* calculated total energy: -539.3588 hartree
* E_LUMO: 3.17 eV
* total charge: -1
* ΔE to the lowest compared entry with this formula, charge and spin: 20.88 kcal per mole
* multiplicity: 1